173
Properties=species:S:1:pos:R:3:lowdin_charge:R:1 method="wB97M-V/def2-TZVPD" multiplicity=1 gap_ev=8.563 total_energy_ha=-4445.88549 e_lumo_ev=0.13
S -2.08132 2.50233 1.14833 0.737
S -2.48661 0.40047 2.60272 0.611
F -4.52825 -1.32575 1.90562 0.119
F -5.18102 0.70660 1.93314 0.172
F -1.89026 4.17641 -1.00646 0.190
F -1.78541 2.05693 -1.43341 0.110
F -3.67537 3.10257 -0.95758 0.137
F -4.82261 -0.42547 3.72942 0.166
O -2.84315 -5.69702 -2.89807 -0.055
O 3.17564 -2.83064 2.16249 -0.039
O -3.29153 3.01727 1.84687 -0.317
O -1.11614 0.75385 6.29881 -0.065
O 4.23603 -4.73098 0.53910 -0.046
O 2.27770 2.80705 -2.60691 -0.078
O -3.71185 -4.41267 -0.61431 -0.036
O -1.77720 -0.83708 2.88258 -0.300
O 3.10214 1.87461 2.13319 -0.067
O -2.28038 1.38151 3.67693 -0.312
O 1.65187 4.48630 2.26666 -0.085
O 1.58318 -0.51557 1.31697 -0.037
O -7.01429 -0.81038 -0.37758 -0.053
O -2.70063 3.34671 -5.88781 -0.052
O -0.77383 -1.45667 7.66378 -0.094
O -0.80454 3.04505 1.58590 -0.300
O 0.85938 0.40243 -2.77752 -0.089
O 6.15838 -0.04727 -0.89108 -0.069
O -1.33299 -3.14409 -0.16822 -0.100
N -0.51016 -0.55073 -0.32386 0.293
N -2.10130 0.81461 1.16119 -0.330
C 1.80977 5.67749 0.20429 -0.062
C 4.46791 0.47061 3.20387 -0.026
C -2.36229 3.01883 -0.69990 -0.655
C -4.40397 -0.15056 2.52720 -0.667
C -0.20822 2.51153 7.75542 -0.043
C -1.09796 -4.57298 1.93940 -0.027
C 0.47914 3.74526 -3.92818 -0.023
C -0.46395 -3.79511 0.73855 -0.461
C 0.48167 -4.58129 -0.11289 -0.040
C 5.85952 2.35951 -1.27158 -0.051
C 3.96309 0.80100 -0.93670 -0.057
C 5.39529 1.12368 -0.51537 -0.453
C 3.60678 1.71607 3.41872 -0.489
C -4.61387 2.23578 -6.81474 -0.051
C -1.04692 -2.66143 6.97361 -0.433
C 4.91183 -4.09882 -0.46246 -0.507
C 5.11120 -5.01966 -1.75447 -0.021
C -3.34642 2.09567 -5.97532 -0.481
C 0.50452 6.57842 2.27899 -0.037
C -0.94245 -4.61077 -3.90660 -0.053
C -2.45359 -4.76314 -3.89901 -0.461
C 1.99621 3.58452 -3.74820 -0.468
C 0.06037 1.45125 6.63053 -0.453
C 0.75366 -0.10454 -4.10137 -0.472
C 1.80108 -1.12599 -4.41652 -0.034
C -3.76723 1.67963 -4.55330 -0.072
C -5.19163 -0.02576 -1.65023 -0.038
C 1.70923 5.83146 1.71212 -0.427
C -6.55790 -2.20442 -2.25642 -0.045
C 0.38888 2.25202 5.42296 -0.087
C 4.24096 3.00040 3.84858 -0.041
C -6.53371 -0.77714 -1.70449 -0.468
C -2.56474 -2.62619 6.90974 -0.078
C 4.26266 -2.81488 -0.80761 -0.064
C -0.71379 -0.46474 -4.15193 -0.037
C 2.86109 4.85652 -3.61061 -0.028
C -0.42431 -2.45677 5.52974 -0.035
C -3.09406 -3.39575 -3.63945 -0.037
H 5.88504 -0.15428 -1.80510 0.064
H -0.87456 3.28547 7.37450 0.080
H 1.56183 -1.97072 -3.77055 0.073
H 0.92351 5.20943 -0.22417 0.069
H 1.90746 -1.56165 -5.40999 0.081
H -0.57122 -5.61896 -4.09056 0.078
H 1.91499 0.36860 1.47314 0.024
H -1.10621 -0.51840 -5.16742 0.087
H 3.85499 -0.29752 2.73226 0.048
H 5.88700 -3.83124 -0.05558 0.140
H -0.31925 -0.13182 -1.22284 0.080
H 2.36254 2.97942 -4.57751 0.133
H -7.25463 -0.08994 -2.14736 0.136
H -5.32973 2.95308 -6.41335 0.089
H -2.62756 -2.56814 -4.17381 0.067
H -0.03594 -5.31478 -0.73109 0.083
H 5.40176 -6.04619 -1.53102 0.068
H 1.74022 6.62118 -0.33672 0.078
H 0.51605 1.60532 4.55480 0.080
H 2.30679 5.44607 -2.88034 0.064
H 5.65908 -4.54798 -2.57022 0.075
H -1.04367 -0.74450 7.07932 0.012
H -0.25865 -3.40530 5.01891 0.055
H -5.16344 1.29485 -6.78783 0.078
H 2.84557 -0.88805 -4.21523 0.076
H -3.06104 -3.09563 -2.59210 0.067
H 3.90180 4.83892 -3.28701 0.084
H 4.77387 -0.06668 4.10154 0.084
H 4.28602 -2.10890 0.02255 0.071
H -2.98140 -3.45732 6.34078 0.071
H -4.45867 -0.35742 -0.91478 0.072
H 2.85544 1.44309 4.15971 0.119
H 1.31372 2.79706 5.61189 0.084
H -0.47666 2.01918 8.69010 0.075
H -0.45001 6.06954 2.14479 0.085
H 6.26981 2.19305 -2.26760 0.080
H -6.40926 -2.41327 -3.31584 0.069
H -4.40335 2.51480 -7.84718 0.075
H -3.04060 -1.75735 6.45503 0.080
H 6.75490 2.68280 -0.74066 0.078
H 2.64306 5.22099 -0.32987 0.066
H -1.92737 -3.98923 2.33870 0.081
H -1.48421 -5.56056 1.68722 0.067
H -2.71965 -5.13274 -4.88932 0.138
H 0.42849 -1.77832 5.50648 0.073
H 0.92098 -3.81624 -0.75304 0.068
H -0.03675 2.81319 -3.69751 0.062
H 4.94954 3.21830 3.04950 0.084
H -2.82773 -2.71737 7.96360 0.078
H -4.76538 0.05094 -2.65050 0.045
H -2.49804 3.52297 -6.80949 0.084
H 2.16410 -1.08291 1.82381 0.010
H 2.12097 3.48267 -1.94315 0.077
H -1.10993 -1.95562 4.84646 0.040
H 3.37902 -3.44930 1.46096 -0.014
H -7.51625 -2.67047 -2.02737 0.079
H -2.73950 -6.58637 -3.24437 0.105
H 0.28118 -0.51100 0.30248 0.050
H 2.74251 5.41996 -4.53613 0.083
H -0.35391 2.95141 5.03927 0.091
H 5.09807 3.13264 -1.37430 0.067
H 0.26279 3.86538 -4.98972 0.081
H 2.59881 2.69163 2.10613 0.061
H -4.16933 -3.43855 -3.81284 0.073
H 5.55480 1.23955 0.55665 0.115
H -1.27475 0.28068 -3.58821 0.058
H 3.94883 0.84831 -2.02558 0.083
H -0.78185 -3.54374 7.55615 0.130
H -0.82603 -1.50107 -0.45493 0.075
H 3.60342 -0.10655 -0.45185 0.060
H 0.05542 4.56557 -3.34882 0.084
H -6.51464 -1.53632 0.00316 0.073
H 4.91342 -2.37412 -1.56282 0.080
H 0.73893 2.97227 8.03604 0.070
H 3.57968 3.86663 3.82724 0.068
H -2.92774 1.65052 -3.85866 0.053
H -2.01274 -3.79210 -0.36728 0.039
H -0.34990 -4.80178 2.69844 0.072
H 0.93323 0.80113 -4.68069 0.127
H 0.85965 4.09838 1.88783 0.028
H -3.60368 -4.58524 -1.54959 -0.011
H -1.22901 -0.05393 0.18263 0.002
H 2.59210 6.38264 2.03591 0.136
H 0.89969 0.83658 6.95584 0.146
H 4.77846 3.00626 4.79682 0.086
H 4.10829 -5.10933 -2.17186 0.068
H 1.26088 1.27443 -2.78216 0.036
H 3.35062 -3.31603 2.96872 0.056
H -0.15340 -2.90787 1.29033 0.124
H -3.96572 -5.25727 -0.24223 0.065
H 5.29748 0.51696 2.49835 0.071
H -4.54851 2.26660 -4.07042 0.085
H -5.86398 -2.82952 -1.69444 0.062
H -0.70028 -4.00765 -4.78165 0.084
H 1.33023 -5.05533 0.38041 0.075
H -0.86013 -1.34869 -3.53119 0.068
H 0.39583 7.53363 1.76530 0.077
H -5.37640 1.00266 -1.33990 0.074
H 3.41029 1.58788 -0.42354 0.067
H -4.38505 0.78292 -4.60138 0.067
H 0.81413 6.85515 3.28679 0.085
H 3.27738 -2.89317 -1.26716 0.088
H 4.66662 -5.57186 0.70970 0.115
H -1.65779 1.24900 5.67991 0.073
H -0.50460 -4.30706 -2.95573 0.068
H -2.54454 1.39371 -6.20413 0.125

---

169
Properties=species:S:1:pos:R:3:lowdin_charge:R:1 method="wB97M-V/def2-TZVPD" smiles=COC[C@H](C)N.COC[C@H](C)N.COC[C@H](C)N.COC[C@H](C)N.COC[C@H](C)N.COC[C@H](C)N.COC[C@H](C)N.OCCO.OCCO.OCCO.OCCO.OCCO multiplicity=1 gap_ev=9.422 total_energy_ha=-3174.14582 e_lumo_ev=0.39
O -14.99991 7.38657 11.22039 -0.066
O -12.93264 4.72782 6.82491 -0.090
O -7.87901 12.81366 4.88066 -0.195
O -11.91954 4.11412 10.10924 -0.094
O -12.96283 1.32539 12.27213 -0.078
O -11.29013 8.80262 0.57859 -0.199
O -9.56823 5.00070 8.48237 -0.191
O -12.62024 9.56474 10.24299 -0.088
O -13.87700 11.98573 8.71388 -0.066
O -7.19484 6.59284 4.91253 -0.194
O -18.14068 8.15717 5.67663 -0.217
O -18.62005 2.79079 6.01916 -0.064
O -15.77572 3.51998 6.08049 -0.067
O -14.06391 1.13570 2.83408 -0.175
O -13.18684 8.00658 5.31188 -0.102
O -11.90468 0.13000 6.25918 -0.213
O -16.36812 5.04698 11.45998 -0.065
N -14.22789 1.85386 -0.15213 0.028
N -10.91256 -3.38179 6.17840 0.026
N -9.57788 10.75382 4.07962 0.054
N -9.64379 6.78173 -0.38457 0.050
N -20.88265 7.29107 5.68984 0.045
N -10.45958 7.80657 3.68094 0.057
N -11.23056 7.02107 9.79817 0.071
C -13.15155 1.80329 3.66151 -0.094
C -11.98307 -1.27074 6.54304 -0.198
C -8.21220 7.51962 4.66816 -0.236
C -16.10957 7.19554 10.35305 -0.247
C -10.60595 -1.68775 4.47604 -0.055
C -13.22769 6.13314 6.89699 -0.205
C -10.74949 -1.95308 5.98990 -0.444
C -12.85305 0.83840 7.05375 -0.104
C -11.64736 8.24764 -0.66480 -0.227
C -9.20114 8.44840 10.02950 -0.053
C -17.01610 9.00936 5.81188 -0.107
C -13.51586 6.62573 5.48250 -0.225
C -9.01724 5.05372 7.18348 -0.088
C -14.28465 10.61723 8.83224 -0.232
C -21.04502 7.96302 3.34710 -0.062
C -20.08069 7.57568 4.47507 -0.458
C -15.04129 1.91462 2.18945 -0.214
C -9.44689 6.81038 4.12136 -0.404
C -10.43364 10.49434 6.34414 -0.067
C -14.53909 2.71772 0.99299 -0.446
C -19.10823 8.67990 4.75657 -0.209
C -10.45567 7.64455 -1.34412 -0.397
C -8.44782 11.99931 5.89208 -0.195
C -11.82540 2.79769 10.69658 -0.204
C -9.04357 5.99681 9.33920 -0.195
C -13.08622 2.52650 11.48744 -0.237
C -7.40790 14.04438 5.32288 -0.131
C -15.53081 3.77750 0.56108 -0.060
C -10.85066 6.74183 -2.50935 -0.076
C -16.80498 4.21689 5.38168 -0.238
C -5.96661 7.23280 5.16576 -0.101
C -17.02335 6.23519 11.04895 -0.259
C -13.12017 9.67217 8.91245 -0.248
C -9.86062 7.28173 9.29038 -0.413
C -9.76105 11.43539 5.38161 -0.413
C -12.30841 9.57915 1.15096 -0.111
C -9.09519 5.90856 2.95192 -0.052
C -18.08351 4.12425 6.11571 -0.234
H -14.25839 7.84465 10.81063 0.060
H -7.98399 6.18769 9.12407 0.126
H -10.36442 7.86408 2.66221 0.051
H -13.65498 4.32023 6.32732 0.046
H -12.36983 8.07021 4.80108 0.024
H -10.10061 6.03496 -2.85640 0.077
H -14.04398 6.33951 7.58958 0.109
H -17.83514 5.92415 10.38245 0.116
H -13.95491 2.33687 10.85709 0.122
H -17.51894 6.71375 11.90139 0.119
H -10.74105 11.02097 7.25603 0.077
H -9.13268 5.61251 10.35967 0.132
H -8.41439 8.11594 5.56956 0.111
H -12.87112 -1.63999 6.02106 0.136
H -11.39086 10.12094 5.96751 0.073
H -8.29233 5.20338 3.16495 0.080
H -10.39695 12.32804 5.30214 0.145
H -14.99874 10.50916 9.65402 0.123
H -11.73473 2.08028 9.88235 0.111
H -7.93168 4.92851 7.16042 0.093
H -11.03251 -3.64293 7.14805 0.069
H -15.59105 4.52258 1.35337 0.075
H -8.15390 14.67722 5.82623 0.091
H -15.74872 6.80428 9.39723 0.110
H -9.62280 -1.95010 4.09404 0.073
H -20.40415 8.16335 2.48191 0.076
H -16.85197 3.89894 4.33326 0.113
H -14.59360 6.60913 5.27952 0.098
H -16.41899 8.54932 6.60592 0.076
H -13.83222 12.39569 9.58087 0.081
H -12.36243 9.94815 8.17883 0.093
H -7.93183 8.25347 3.89202 0.129
H -12.60204 1.87475 6.82005 0.078
H -20.20943 7.12157 6.43411 0.060
H -19.24703 2.68299 6.73890 0.084
H -12.81191 0.72226 8.14009 0.080
H -13.51006 2.02135 4.67909 0.063
H -10.08033 8.75587 3.85028 0.028
H -11.46110 6.32697 9.08520 0.043
H -13.67173 1.04580 0.11472 0.071
H -15.15519 4.21657 -0.36376 0.075
H -13.30301 9.26992 0.80080 0.089
H -8.66273 12.60651 6.77613 0.127
H -10.24405 -3.99595 5.74342 0.071
H -8.80192 6.52830 2.10285 0.068
H -10.94953 2.86963 11.34029 0.123
H -17.26399 10.01969 6.14427 0.091
H -9.24654 6.04010 6.75454 0.059
H -15.56257 2.54910 2.92937 0.110
H -12.29786 9.43677 2.23119 0.072
H -9.94223 7.64582 8.26048 0.122
H -15.42510 5.24663 11.49973 0.067
H -15.06350 1.41282 -0.53169 0.070
H -11.09872 7.33332 -3.39817 0.079
H -13.83178 0.54232 6.65953 0.092
H -5.22088 6.46893 5.37837 0.088
H -12.43104 7.49782 -0.47220 0.132
H -9.89862 6.20222 4.90911 0.104
H -21.75136 7.15566 3.17762 0.074
H -16.51412 5.26647 5.29009 0.110
H -14.85166 10.40544 7.92142 0.108
H -10.18431 6.60258 0.45530 0.033
H -16.07643 2.60876 6.17349 0.090
H -12.10383 9.00758 -1.31579 0.135
H -12.35991 1.50746 12.99845 0.077
H -16.49811 3.34354 0.30692 0.082
H -17.97558 4.39620 7.16851 0.127
H -18.59694 8.91138 3.81270 0.129
H -13.51838 8.68627 8.61541 0.103
H -6.05515 7.89472 6.03664 0.087
H -21.37742 6.41896 5.53236 0.067
H -8.15790 8.59601 9.74956 0.077
H -12.22830 10.64817 0.91584 0.090
H -12.27127 6.57365 7.17882 0.104
H -9.93821 5.26604 2.68079 0.082
H -15.80800 1.18733 1.90070 0.132
H -6.99827 14.62109 4.49700 0.087
H -12.99043 6.05363 4.71652 0.123
H -19.49198 6.70952 4.14514 0.128
H -9.73398 8.37011 -1.72252 0.130
H -16.39628 8.93113 4.91315 0.091
H -12.18003 4.02476 9.18452 0.063
H -6.60522 13.92775 6.06994 0.091
H -13.33983 3.35891 12.15036 0.118
H -11.76780 6.21738 -2.22357 0.080
H -12.26180 1.19205 3.75018 0.081
H -9.63981 5.88950 -0.87572 0.051
H -9.51819 4.33189 6.54327 0.097
H -11.93971 8.87469 10.17211 0.021
H -13.00236 2.83240 3.30613 0.084
H -13.55863 3.08932 1.30815 0.128
H -11.99031 -1.41084 7.62873 0.126
H -9.28849 8.37923 11.11534 0.084
H -11.24787 6.46923 10.65186 0.085
H -9.81715 -1.55096 6.41034 0.136
H -11.40487 -2.22334 3.95933 0.083
H -18.85695 4.79002 5.70952 0.107
H -19.54190 9.55537 5.24754 0.137
H -16.66246 8.13624 10.24582 0.119
H -10.77566 -0.62094 4.32501 0.056
H -10.30710 11.06992 3.44269 0.083
H -8.76647 11.17929 3.62817 0.080
H -7.71685 11.21649 6.13060 0.133
H -21.55949 8.89995 3.55436 0.080
H -9.85513 9.61345 6.63116 0.063
H -9.75012 9.34659 9.73297 0.066
H -5.62961 7.81049 4.29815 0.091